(w)
ORCA calculation (ωB97M-V/def2-TZVPD) on a cluster of 4 separate species, C3H12O4 in total.

Results
**LUMO energy**: 0.2857 eV
**SMILES string**: C=C(C)O.O.O.O
**Orbital gap**: 0.33721 Ha
**Highest occupied orbital energy**: -8.89 eV

```
19
C3H12O4 ωB97M-V/def2-TZVPD
C 0.853 -1.539 -1.709
C 0.886 -0.396 -1.053
O 0.154 -0.271 0.093
C 1.582 0.856 -1.500
H 1.392 -1.705 -2.625
H 0.384 -2.404 -1.269
H 0.506 0.379 0.732
H 1.033 1.729 -1.160
H 2.615 0.872 -1.177
H 1.587 0.966 -2.586
H -0.829 -2.920 2.122
H -0.659 -1.585 1.405
O -1.326 -2.254 1.633
H 0.856 1.494 3.309
H -0.245 0.537 2.932
O 0.443 1.091 2.528
H -2.356 1.414 -0.447
H -3.865 1.669 -0.510
O -3.010 2.070 -0.718
```

***

(x)
ORCA calculation (ωB97M-V/def2-TZVPD) on a cluster of 4 separate species, C3H12O4 in total.

Results
**LUMO energy**: 0.5129 eV
**SMILES string**: C/C=C/O.O.O.O
**Orbital gap**: 0.36238 Ha
**Highest occupied orbital energy**: -9.35 eV

```
19
C3H12O4 ωB97M-V/def2-TZVPD
C -2.067 -1.709 -0.544
C -1.402 -1.291 0.744
C -1.734 -0.174 1.373
O -1.056 0.268 2.474
H -2.931 -1.067 -0.705
H -1.414 -1.578 -1.404
H -2.259 -2.781 -0.466
H -0.562 -1.876 1.102
H -2.607 0.370 1.013
H -1.595 0.593 3.199
H 1.502 2.306 -3.240
H 2.120 0.894 -3.021
O 2.311 1.789 -3.319
H 0.897 0.595 1.893
H 1.431 2.019 1.067
O 1.550 1.170 1.480
H 3.118 0.751 -0.409
H 2.118 -0.431 -0.314
O 2.577 0.151 -0.922
```

***

(y)
ORCA calculation (ωB97M-V/def2-TZVPD) on a cluster of 4 separate species, C3H12O4 in total.

Results
**LUMO energy**: 0.7521 eV
**SMILES string**: C/C=C/O.O.O.O
**Orbital gap**: 0.31378 Ha
**Highest occupied orbital energy**: -7.79 eV

```
19
C3H12O4 ωB97M-V/def2-TZVPD
C 0.346 -0.724 3.182
C 0.497 -0.934 1.682
C 1.359 -0.198 0.937
O 1.072 0.242 -0.339
H -0.524 -1.339 3.422
H 0.124 0.304 3.433
H 1.179 -1.181 3.720
H 0.270 -1.929 1.300
H 2.384 0.015 1.256
H 0.297 0.814 -0.178
H -1.812 1.241 -0.876
H -2.082 1.969 0.488
O -1.540 1.305 0.058
H 1.739 -0.437 -3.590
H 0.903 -0.644 -2.443
O 0.795 -0.436 -3.384
H -0.898 0.400 -2.835
H -2.385 0.711 -3.258
O -1.724 0.820 -2.573
```

***

(z)
ORCA calculation (ωB97M-V/def2-TZVPD) on a cluster of 4 separate species, C3H12O4 in total.

Results
**LUMO energy**: 0.7513 eV
**SMILES string**: C/C=C\O.O.O.O
**Orbital gap**: 0.35421 Ha
**Highest occupied orbital energy**: -8.89 eV

```
19
C3H12O4 ωB97M-V/def2-TZVPD
C -1.857 -0.227 2.165
C -0.455 -0.199 2.673
C 0.583 0.474 2.152
O 0.731 0.826 0.833
H -2.481 -0.797 2.863
H -1.910 -0.830 1.232
H -2.304 0.761 2.104
H -0.234 -0.449 3.714
H 1.513 0.396 2.714
H -0.182 1.008 0.548
H -0.767 0.181 -2.021
H -1.960 -0.338 -1.241
O -1.302 0.366 -1.241
H 2.691 0.493 -1.026
H 1.289 0.151 -0.879
O 1.982 0.121 -1.548
H 1.097 -0.698 -3.141
H 0.458 -1.579 -4.148
O 0.233 -1.131 -3.318
```

***

Stability, descending: (w), (z), (x), (y)

***

(w)
ORCA calculation (ωB97M-V/def2-TZVPD) on a cluster of 4 separate species, C3H12O4 in total.

Results
**LUMO energy**: 0.5107 eV
**SMILES string**: C/C=C/O.O.O.O
**Orbital gap**: 0.35184 Ha
**Highest occupied orbital energy**: -9.06 eV

```
19
C3H12O4 ωB97M-V/def2-TZVPD
C -2.344 0.586 0.485
C -0.991 0.908 -0.031
C -0.341 0.099 -0.864
O 0.532 0.539 -1.837
H -3.122 1.195 0.015
H -2.506 0.782 1.555
H -2.715 -0.424 0.309
H -0.538 1.834 0.296
H -0.739 -0.911 -0.991
H 1.436 0.519 -1.473
H 2.744 3.032 -2.368
H 1.351 2.893 -1.809
O 2.243 3.157 -1.553
H -2.374 -5.201 2.317
H -1.797 -4.143 3.207
O -1.999 -5.084 3.195
H 1.882 0.414 0.960
H 3.214 0.639 0.098
O 2.378 0.167 0.180
```

***

(x)
ORCA calculation (ωB97M-V/def2-TZVPD) on a cluster of 3 separate species, C3H12O4 in total.

Results
**LUMO energy**: 0.4916 eV
**SMILES string**: OCCCO.O.O
**Orbital gap**: 0.39697 Ha
**Highest occupied orbital energy**: -10.31 eV

```
19
C3H12O4 ωB97M-V/def2-TZVPD
C -1.250 1.955 0.638
O -1.735 3.322 0.691
C -0.169 1.819 -0.435
C 0.505 0.426 -0.376
O 0.063 -0.344 -1.483
H -0.825 1.625 1.585
H -2.144 1.404 0.354
H -1.170 3.753 1.343
H -0.637 1.867 -1.419
H 0.575 2.610 -0.364
H 1.586 0.510 -0.494
H 0.284 0.031 0.621
H 0.520 -1.156 -1.607
H 3.021 -3.353 3.207
H 2.248 -2.708 1.999
O 2.403 -2.647 2.949
H -1.484 -2.695 -1.838
H -0.822 -3.032 -3.118
O -0.970 -3.387 -2.251
```

***

(y)
ORCA calculation (ωB97M-V/def2-TZVPD) on a cluster of 4 separate species, C3H12O4 in total.

Results
**LUMO energy**: 0.6801 eV
**SMILES string**: C=CCO.O.O.O
**Orbital gap**: 0.38074 Ha
**Highest occupied orbital energy**: -9.68 eV

```
19
C3H12O4 ωB97M-V/def2-TZVPD
C 0.382 0.799 1.635
O -0.660 0.401 0.764
C 1.756 0.497 1.183
C 2.146 0.265 -0.062
H 0.294 0.236 2.587
H 0.132 1.819 1.937
H -0.705 -0.565 0.715
H 2.489 0.389 1.976
H 3.166 -0.006 -0.310
H 1.554 0.416 -0.959
H -1.779 2.564 -1.649
H -1.866 1.741 -0.358
O -2.164 1.766 -1.267
H -0.332 -0.516 -1.723
H -1.406 -0.900 -2.705
O -0.708 -1.295 -2.169
H -0.827 -2.055 -0.501
H -0.908 -3.220 0.509
O -0.565 -2.335 0.397
```

***

Stability, descending: (y), (x), (w)

***

(w)
ORCA calculation (ωB97M-V/def2-TZVPD) on a structure of composition C24H27F5MnN6PS3Se.

Results
**Expectation value of S²**: 6.040
**LUMO energy (spin up / spin down)**: -4.9207 / -7.0289 eV
**Orbital gap (spin up / spin down)**: 0.31459 / 0.24435 Ha
**Total charge**: +2
**Highest occupied orbital energy (spin up / spin down)**: -13.48 / -13.68 eV
**Spin multiplicity**: 5

```
68
C24H27F5MnN6PS3Se ωB97M-V/def2-TZVPD
Mn 0.082 -0.502 0.162
C 4.115 2.260 2.599
N 3.278 1.111 2.262
C 3.377 -0.127 2.826
C 2.410 -0.897 2.249
N 1.729 -0.143 1.335
C 2.276 1.072 1.359
P 1.740 2.492 0.351
C 1.625 1.598 -1.226
N 1.066 0.399 -1.393
C 1.129 0.128 -2.733
C 1.728 1.173 -3.370
N 2.024 2.098 -2.411
C 2.668 3.387 -2.654
C -0.030 2.463 0.784
N -0.786 1.371 0.867
C -2.033 1.794 1.223
C -2.028 3.153 1.344
N -0.758 3.564 1.063
C -0.294 4.947 1.110
H 4.824 1.945 3.359
H 4.659 2.597 1.720
H 3.501 3.065 2.995
H 4.117 -0.349 3.573
H 2.183 -1.933 2.428
H 0.739 -0.775 -3.168
H 1.970 1.338 -4.405
H 2.793 3.499 -3.728
H 2.036 4.192 -2.286
H 3.643 3.413 -2.175
H -2.857 1.119 1.374
H -2.801 3.853 1.606
H -1.166 5.595 1.094
H 0.272 5.124 2.022
H 0.318 5.160 0.237
C 0.252 -4.276 1.723
C -0.469 -3.257 2.591
S -1.112 -1.730 1.846
C -2.656 -2.129 0.990
C -2.588 -2.522 -0.484
S -1.164 -1.876 -1.403
C 0.163 -3.144 -1.285
C -0.230 -4.599 -1.085
S -0.847 -5.103 0.549
H 0.667 -5.040 2.384
H 1.106 -3.836 1.208
H 0.184 -2.898 3.389
H -1.329 -3.712 3.086
H -3.219 -1.199 1.086
H -3.198 -2.879 1.567
H -3.454 -2.115 -1.007
H -2.607 -3.597 -0.613
H 0.882 -2.854 -0.514
H 0.686 -3.056 -2.238
H 0.644 -5.201 -1.342
H -1.016 -4.893 -1.783
F -2.509 6.018 -6.402
C -2.407 5.079 -5.491
C -1.367 5.127 -4.563
F -0.492 6.122 -4.604
C -1.268 4.134 -3.615
F -0.253 4.202 -2.739
C -2.176 3.069 -3.547
Se -1.999 1.749 -2.267
C -3.205 3.052 -4.497
F -4.088 2.067 -4.490
C -3.330 4.039 -5.458
F -4.309 4.003 -6.343
```

***

(x)
ORCA calculation (ωB97M-V/def2-TZVPD) on a structure of composition C24H27F5MnN6PS3Se.

Results
**Expectation value of S²**: 6.061
**LUMO energy (spin up / spin down)**: -5.4865 / -7.3782 eV
**Orbital gap (spin up / spin down)**: 0.28262 / 0.22526 Ha
**Total charge**: +2
**Highest occupied orbital energy (spin up / spin down)**: -13.18 / -13.51 eV
**Spin multiplicity**: 5

```
68
C24H27F5MnN6PS3Se ωB97M-V/def2-TZVPD
Mn 0.624 0.754 -0.086
C 5.590 -1.785 -0.337
N 4.540 -0.928 0.202
C 4.664 -0.182 1.341
C 3.491 0.489 1.500
N 2.651 0.160 0.472
C 3.311 -0.694 -0.301
P 2.734 -1.339 -1.890
C 1.086 -1.925 -1.399
N 0.203 -1.244 -0.676
C -0.924 -2.012 -0.600
C -0.707 -3.173 -1.279
N 0.562 -3.105 -1.778
C 1.184 -4.147 -2.590
C 2.223 0.245 -2.644
N 1.497 1.190 -2.049
C 1.391 2.217 -2.944
C 2.068 1.890 -4.079
N 2.586 0.640 -3.879
C 3.387 -0.114 -4.841
H 6.074 -2.297 0.493
H 6.317 -1.182 -0.878
H 5.147 -2.524 -1.005
H 5.563 -0.194 1.924
H 3.209 1.171 2.275
H -1.786 -1.712 -0.038
H -1.334 -4.022 -1.452
H 0.554 -5.031 -2.528
H 2.172 -4.383 -2.198
H 1.255 -3.827 -3.628
H 0.849 3.119 -2.731
H 2.220 2.420 -4.996
H 3.273 0.352 -5.818
H 3.024 -1.139 -4.891
H 4.434 -0.099 -4.550
C -3.671 2.965 2.837
C -2.653 4.095 2.926
S -0.937 3.627 2.603
C -0.572 4.284 0.971
C -1.541 3.971 -0.165
S -1.436 2.277 -0.817
C -3.114 1.610 -0.831
C -3.806 1.332 0.489
S -4.523 2.808 1.252
H -4.447 3.142 3.581
H -3.206 2.003 3.076
H -2.620 4.497 3.940
H -2.913 4.919 2.259
H 0.437 3.904 0.769
H -0.476 5.371 1.067
H -1.351 4.651 -0.994
H -2.582 4.107 0.155
H -2.992 0.687 -1.403
H -3.705 2.285 -1.454
H -3.150 0.825 1.202
H -4.638 0.657 0.273
F 1.303 -0.886 7.511
C 0.912 -0.507 6.290
C 1.589 0.513 5.628
F 2.621 1.116 6.216
C 1.174 0.890 4.360
F 1.834 1.899 3.760
C 0.100 0.271 3.728
Se -0.543 0.802 2.051
C -0.570 -0.738 4.414
F -1.615 -1.369 3.862
C -0.172 -1.134 5.685
F -0.817 -2.109 6.327
```

***

Stability, descending: (w), (x)

***

(w)
ORCA calculation (ωB97M-V/def2-TZVPD) on a cluster of 3 separate species, C4H12O3 in total.

Results
**LUMO energy**: 0.6203 eV
**SMILES string**: C/C=C/CO.O.O
**Orbital gap**: 0.38549 Ha
**Highest occupied orbital energy**: -9.87 eV

```
19
C4H12O3 ωB97M-V/def2-TZVPD
C 0.741 -0.047 2.194
C -0.093 -0.696 -1.552
O -1.376 -1.132 -2.098
C -0.002 -0.862 -0.063
C 0.295 0.139 0.762
H 1.254 0.857 2.514
H -0.115 -0.202 2.850
H 1.392 -0.906 2.343
H 0.567 -1.398 -2.081
H 0.108 0.350 -1.784
H -1.538 -1.963 -1.648
H -0.124 -1.906 0.235
H 0.165 1.160 0.403
H 2.023 0.987 -0.375
H 2.576 0.936 -1.783
O 2.849 1.038 -0.880
H -3.365 1.849 0.118
H -2.565 0.498 0.183
O -2.792 1.297 0.661
```

***

(x)
ORCA calculation (ωB97M-V/def2-TZVPD) on a cluster of 3 separate species, C4H12O3 in total.

Results
**LUMO energy**: 0.5183 eV
**SMILES string**: C/C=C/CO.O.O
**Orbital gap**: 0.33635 Ha
**Highest occupied orbital energy**: -8.63 eV

```
19
C4H12O3 ωB97M-V/def2-TZVPD
C 0.956 -1.021 1.651
C -0.749 2.127 0.107
O -1.077 1.581 -1.215
C -0.521 1.004 1.089
C 0.256 -0.034 0.766
H 0.912 -1.996 1.163
H 0.485 -1.045 2.639
H 1.991 -0.722 1.816
H -1.591 2.777 0.331
H 0.204 2.647 0.028
H -0.469 1.944 -1.858
H -1.303 0.751 1.809
H 0.435 -0.227 -0.302
H 2.957 -3.072 -1.991
H 3.463 -2.134 -2.982
O 3.770 -2.545 -2.142
H -3.727 -0.583 -0.203
H -2.769 0.358 -0.770
O -3.223 0.190 0.063
```

***

Stability, descending: (w), (x)